1.
# C3H7NO2S

The molecule C3H7NO2S (the ωB97M-V functional and the def2-TZVPD basis, the OMol25 dataset).

The geometry in ORCA input format:
```
! wB97M-V def2-TZVPD RIJCOSX def2/J DEFGRID3
* xyz 0 1
N 0.753 -0.479 -1.391
C 0.516 0.190 -0.142
C -0.288 -0.654 0.883
S 0.716 -2.063 1.390
C -0.337 1.401 -0.464
O -1.310 1.386 -1.171
O 0.075 2.499 0.193
H -0.117 -0.464 -1.912
H 1.052 -1.439 -1.291
H 1.421 0.460 0.395
H -1.218 -0.982 0.498
H -0.540 -0.040 1.754
H -0.185 -3.038 1.267
H -0.536 3.221 -0.009
*
```

- HOMO: -9.394 eV
- Maximum force: 1.16 eV/A
- HOMO-LUMO gap: 10.1 eV
- ΔE to the lowest compared entry with this formula, charge and spin: 42.5 kJ/mol
- SMILES: N[C@H](CS)C(=O)O

2.
# C3H7NO2S

The molecule C3H7NO2S (the ωB97M-V functional and the def2-TZVPD basis, the OMol25 dataset).

The geometry in ORCA input format:
```
! wB97M-V def2-TZVPD RIJCOSX def2/J DEFGRID3
* xyz 0 1
C -0.861 -0.750 -0.746
C 0.310 -0.266 0.113
C 1.334 0.561 -0.680
S 0.760 -1.302 1.512
N -0.620 1.071 0.945
O -1.282 1.746 0.239
O -0.481 1.016 2.105
H -1.742 -0.740 -0.220
H -0.715 -1.855 -1.088
H -0.947 -0.346 -1.796
H 0.919 1.481 -0.812
H 1.652 0.131 -1.730
H 2.169 0.502 0.042
H -0.496 -1.251 2.116
*
```

- HOMO: -9.460 eV
- Maximum force: 5.15 eV/A
- HOMO-LUMO gap: 10.1 eV
- ΔE to the lowest compared entry with this formula, charge and spin: 503.1 kJ/mol
- SMILES: CC(C)(S)[N+](=O)[O-]

3.
# C3H7NO2S

The molecule C3H7NO2S (the ωB97M-V functional and the def2-TZVPD basis, the OMol25 dataset).

The geometry in ORCA input format:
```
! wB97M-V def2-TZVPD RIJCOSX def2/J DEFGRID3
* xyz 0 1
C -1.107 0.171 -0.479
C -0.440 -1.156 -0.968
C -0.258 0.104 0.858
N 0.551 -0.919 0.132
O 1.923 0.909 2.067
O 1.218 1.953 -0.261
S 0.859 1.561 1.332
H -0.716 0.978 -1.193
H -2.299 0.277 -0.409
H -1.132 -2.021 -0.782
H 0.019 -1.071 -1.996
H -0.812 -0.227 1.719
H 0.557 -1.757 0.666
H 1.636 1.197 -0.684
*
```

- HOMO: -9.300 eV
- Maximum force: 2.90 eV/A
- HOMO-LUMO gap: 10.1 eV
- ΔE to the lowest compared entry with this formula, charge and spin: 308.2 kJ/mol

4.
# C3H7NO2S

The molecule C3H7NO2S (the ωB97M-V functional and the def2-TZVPD basis, the OMol25 dataset).

The geometry in ORCA input format:
```
! wB97M-V def2-TZVPD RIJCOSX def2/J DEFGRID3
* xyz 0 3
C -0.866 -0.171 -0.453
C -0.699 -1.187 -1.451
C -0.257 1.101 1.541
N -0.096 0.118 0.469
O 2.347 0.354 1.220
O 1.929 0.183 -1.241
S 1.874 -0.429 0.053
H -1.856 0.444 -0.575
H -0.487 -0.766 -2.431
H -1.518 -1.870 -1.462
H 0.232 -1.761 -1.176
H -0.858 0.822 2.520
H 0.738 1.171 1.902
H -0.483 1.992 1.085
*
```

- HOMO (spin up / spin down): -5.416 / -10.869 eV
- Maximum force: 6.54 eV/A
- HOMO-LUMO gap (spin up / spin down): 5.6 / 7.6 eV
- ΔE to the lowest compared entry with this formula, charge and spin: 340.6 kJ/mol

5.
# C3H7NO2S

The molecule C3H7NO2S (the ωB97M-V functional and the def2-TZVPD basis, the OMol25 dataset).

The geometry in ORCA input format:
```
! wB97M-V def2-TZVPD RIJCOSX def2/J DEFGRID3
* xyz 0 3
C 1.714 -0.749 -0.313
C 1.044 -1.352 0.862
C -2.312 0.480 -0.703
N -0.871 0.036 -0.581
O 2.701 -0.798 -0.938
O 0.993 1.819 0.554
S 0.367 0.904 -0.852
H 1.530 -2.248 1.186
H -0.024 -1.391 0.725
H 1.039 -0.477 1.720
H -2.717 0.047 -1.558
H -2.433 1.585 -0.590
H -2.863 0.101 0.111
H 1.834 2.043 0.376
*
```

- HOMO (spin up / spin down): -5.000 / -9.800 eV
- Maximum force: 6.64 eV/A
- HOMO-LUMO gap (spin up / spin down): 5.3 / 7.4 eV
- ΔE to the lowest compared entry with this formula, charge and spin: 434.9 kJ/mol

6.
# C3H7NO2S2

The molecule C3H7NO2S2 (the ωB97M-V functional and the def2-TZVPD basis, the OMol25 dataset).

The geometry in ORCA input format:
```
! wB97M-V def2-TZVPD RIJCOSX def2/J DEFGRID3
* xyz 0 1
C -0.321 0.578 0.906
C 0.244 0.443 -0.482
C 0.979 0.561 2.746
N 0.512 -0.091 1.823
O -1.020 -1.318 -3.530
O -1.062 -1.807 -0.991
S 0.528 -0.836 -3.226
S 0.348 -1.323 -1.071
H -0.671 1.661 1.005
H -1.274 0.120 1.025
H -0.507 0.744 -1.264
H 1.162 0.997 -0.534
H 1.549 0.092 3.463
H 0.954 1.697 2.757
H -1.421 -1.519 -2.629
*
```

- HOMO: -8.546 eV
- Maximum force: 3.63 eV/A
- HOMO-LUMO gap: 8.8 eV
- ΔE to the lowest compared entry with this formula, charge and spin: 327.2 kJ/mol

7.
# C3H7NO3

A 2-piece molecular cluster, C3H7NO3 overall (the ωB97M-V functional and the def2-TZVPD basis, the OMol25 dataset).

The geometry in ORCA input format:
```
! wB97M-V def2-TZVPD RIJCOSX def2/J DEFGRID3
* xyz -1 2
C -0.626 -1.804 0.098
N 0.357 -1.018 -0.357
C 1.342 -0.163 0.413
C 0.764 0.708 1.467
O 0.213 1.843 1.138
O -0.894 -2.069 1.259
H -1.223 -2.243 -0.723
H 0.334 -0.974 -1.357
H 2.051 -0.876 0.839
H 1.805 0.461 -0.352
H 0.402 0.252 2.383
H -1.773 2.154 -2.341
H -1.353 2.114 -0.820
O -1.398 1.616 -1.646
*
```

- HOMO (spin up / spin down): -0.313 / -3.219 eV
- Maximum force: 1.11 eV/A
- HOMO-LUMO gap (spin up / spin down): 4.0 / 6.8 eV
- ΔE to the lowest compared entry with this formula, charge and spin: 103.7 kJ/mol

8.
# C3H7NO3

C3H7NO3 as an isolated structure (the ωB97M-V functional and the def2-TZVPD basis, the OMol25 dataset).

The geometry in ORCA input format:
```
! wB97M-V def2-TZVPD RIJCOSX def2/J DEFGRID3
* xyz 0 1
C -2.122 1.142 0.178
C -0.915 1.073 -0.287
C 1.453 -0.931 0.677
N -0.318 -0.674 -0.809
O 0.172 1.813 -0.628
O 2.221 -0.737 -0.394
O 0.176 -1.419 0.316
H -2.671 2.181 0.371
H -2.942 0.363 0.166
H 1.813 -1.761 1.339
H 1.384 0.071 1.184
H -1.291 -0.980 -0.908
H 0.821 1.340 -0.184
H 2.219 -1.481 -1.021
*
```

- HOMO: -8.848 eV
- Maximum force: 5.63 eV/A
- HOMO-LUMO gap: 9.7 eV
- ΔE to the lowest compared entry with this formula, charge and spin: 641.4 kJ/mol

9.
# C3H7NO3

A 2-piece molecular cluster, C3H7NO3 overall (the ωB97M-V functional and the def2-TZVPD basis, the OMol25 dataset).

The geometry in ORCA input format:
```
! wB97M-V def2-TZVPD RIJCOSX def2/J DEFGRID3
* xyz 0 1
N -1.813 -1.992 -0.429
C -1.659 -1.002 0.280
O -2.096 -0.108 0.955
H -1.112 -2.183 -1.130
C 0.419 1.669 -0.261
C 0.656 0.730 0.871
O 0.543 -0.910 0.319
O 0.822 -1.331 -1.023
H -0.567 1.554 -0.704
H 0.493 2.686 0.137
H 1.147 1.520 -1.056
H 0.046 0.829 1.764
H 1.693 0.613 1.170
H 1.428 -2.074 -0.893
*
```

- HOMO: -9.868 eV
- Maximum force: 3.65 eV/A
- HOMO-LUMO gap: 10.3 eV
- ΔE to the lowest compared entry with this formula, charge and spin: 561.3 kJ/mol
- SMILES: N=C=O.CCOO

10.
# C3H7NO3

The molecule C3H7NO3 (the ωB97M-V functional and the def2-TZVPD basis, the OMol25 dataset).

The geometry in ORCA input format:
```
! wB97M-V def2-TZVPD RIJCOSX def2/J DEFGRID3
* xyz 0 1
N -0.181 -1.312 1.257
C -0.131 0.081 0.818
C -1.432 0.480 -0.034
O -2.322 -0.340 -0.229
C 0.982 0.408 -0.135
O 1.691 -0.663 -0.611
O 0.121 0.956 -1.407
H -1.165 -1.593 1.262
H 0.256 -1.895 0.543
H -0.129 0.762 1.673
H -1.629 1.567 -0.032
H 1.583 1.274 0.142
H 2.526 -0.334 -0.981
H -0.168 0.609 -2.265
*
```

- HOMO: -9.175 eV
- Maximum force: 3.57 eV/A
- HOMO-LUMO gap: 9.6 eV
- ΔE to the lowest compared entry with this formula, charge and spin: 334.0 kJ/mol
- SMILES: N[C@H](C=O)C(O)O

11.
# C3H7NO3

C3H7NO3 as an isolated structure (the ωB97M-V functional and the def2-TZVPD basis, the OMol25 dataset).

The geometry in ORCA input format:
```
! wB97M-V def2-TZVPD RIJCOSX def2/J DEFGRID3
* xyz 0 1
C 1.960 -0.204 -0.571
C 0.707 -0.152 0.290
O 1.050 -0.419 1.616
O -0.050 0.954 0.115
H 0.219 -0.403 2.112
H 1.922 0.520 -1.387
H 2.151 -1.194 -0.986
H 2.843 0.058 0.015
C -2.488 0.781 -0.105
O -0.200 -1.312 -0.098
N -1.608 0.342 0.685
H -0.720 -1.020 -0.863
H -2.309 1.058 -1.149
H -3.476 0.989 0.327
*
```

- HOMO: -10.401 eV
- Maximum force: 3.30 eV/A
- HOMO-LUMO gap: 9.9 eV
- ΔE to the lowest compared entry with this formula, charge and spin: 479.2 kJ/mol

12.
# C3H7NO3

A 2-piece molecular cluster, C3H7NO3 overall (the ωB97M-V functional and the def2-TZVPD basis, the OMol25 dataset).

The geometry in ORCA input format:
```
! wB97M-V def2-TZVPD RIJCOSX def2/J DEFGRID3
* xyz 0 1
C 1.376 0.949 -0.198
C 1.663 -0.484 0.098
O 2.451 -1.143 -0.667
N 1.123 -0.712 1.206
O 1.438 -1.822 1.864
H 1.199 0.967 -1.263
H 2.327 1.521 0.019
H 0.524 1.357 0.312
H 3.168 -1.451 -0.090
H 2.079 -2.516 1.298
C -0.742 -0.831 -1.837
O -1.695 -0.702 -0.953
H -0.253 -0.023 -2.392
H -0.614 -1.755 -2.319
*
```

- HOMO: -9.344 eV
- Maximum force: 6.94 eV/A
- HOMO-LUMO gap: 9.3 eV
- ΔE to the lowest compared entry with this formula, charge and spin: 568.2 kJ/mol
- SMILES: C/C(O)=N/O.C=O